1.
# C43H38N6OP2PtSTe

C43H38N6OP2PtSTe as an isolated structure in a non-equilibrium geometry (the ωB97M-V functional and the def2-TZVPD basis, OMol25).

Geometry as XYZ:
```
93
Properties=species:S:1:pos:R:3:mulliken_charge:R:1
Pt 1.105 -0.099 0.071 1.329
Te 1.576 -2.831 3.941 0.488
C 1.109 -4.879 4.030 0.205
C 0.362 -5.488 3.035 0.469
C 0.046 -6.832 3.166 -0.781
N 0.412 -7.592 4.199 -0.616
C 1.124 -6.987 5.153 -0.360
C 1.495 -5.653 5.119 -0.495
C 1.183 -2.417 1.986 -0.922
P -0.207 -1.448 1.509 0.232
C -0.584 -0.187 2.798 0.599
C 0.454 0.525 3.397 -0.053
C 0.191 1.538 4.303 -0.922
C -1.121 1.868 4.623 -0.505
C -2.163 1.185 4.016 -0.755
C -1.894 0.169 3.104 -0.562
C -1.636 -2.563 1.474 0.417
C -1.951 -3.182 0.263 -0.450
C -2.858 -4.230 0.226 -0.700
C -3.450 -4.672 1.402 -0.581
C -3.141 -4.057 2.608 -0.800
C -2.240 -3.001 2.650 -0.257
P 2.245 -1.878 0.724 0.487
C 3.990 -2.046 1.095 0.694
C 4.573 -1.176 2.016 -0.138
C 5.910 -1.312 2.350 -0.819
C 6.672 -2.308 1.752 -0.533
C 6.102 -3.162 0.820 -0.767
C 4.759 -3.032 0.487 -0.360
C 1.948 -2.932 -0.749 0.087
C 1.457 -4.222 -0.594 -0.453
C 1.141 -4.990 -1.709 -0.573
C 1.306 -4.471 -2.985 -0.612
C 1.799 -3.182 -3.151 -0.448
C 2.122 -2.422 -2.038 -0.400
H 0.012 -4.914 2.184 0.147
H -0.542 -7.324 2.398 0.383
H 1.416 -7.607 5.994 0.356
H 2.077 -5.237 5.934 0.365
H 1.482 0.281 3.153 0.295
H 1.014 2.076 4.757 0.434
H -1.327 2.657 5.334 0.394
H -3.189 1.443 4.245 0.419
H -2.720 -0.340 2.626 0.454
H -1.475 -2.846 -0.652 0.482
H -3.095 -4.706 -0.717 0.465
H -4.150 -5.497 1.380 0.399
H -3.595 -4.405 3.526 0.406
H -2.002 -2.537 3.598 0.464
H 3.981 -0.385 2.463 0.288
H 6.356 -0.644 3.075 0.436
H 7.718 -2.416 2.012 0.385
H 6.700 -3.929 0.346 0.420
H 4.313 -3.701 -0.238 0.444
H 1.312 -4.615 0.403 0.459
H 0.757 -5.995 -1.577 0.471
H 1.044 -5.064 -3.851 0.386
H 1.905 -2.766 -4.145 0.401
H 2.496 -1.413 -2.167 0.370
N -0.897 -0.826 -4.944 -0.627
C -1.153 -0.105 -4.074 0.616
N -1.498 0.707 -3.092 -0.838
C -0.775 0.936 -2.072 0.748
N -0.154 1.225 -1.120 -0.691
C 1.818 2.562 -6.330 -1.491
C 1.993 1.826 -5.009 -0.053
C 2.253 2.798 -3.874 -0.470
N 2.563 2.062 -2.642 0.383
C 2.310 2.363 -1.404 -0.746
S 2.874 1.340 -0.099 -0.463
N 1.640 3.516 -1.091 0.282
C 1.811 4.832 -1.561 0.027
O 0.924 5.632 -1.412 -0.599
C 3.128 5.177 -2.172 0.380
C 3.140 6.213 -3.099 -0.367
C 4.330 6.588 -3.698 -0.654
C 5.512 5.938 -3.358 -0.380
C 5.506 4.931 -2.403 -0.828
C 4.313 4.550 -1.804 0.107
H 1.571 1.863 -7.127 0.412
H 2.730 3.093 -6.613 0.368
H 1.010 3.294 -6.266 0.352
H 2.833 1.128 -5.087 0.387
H 1.109 1.241 -4.790 0.091
H 1.381 3.426 -3.692 0.472
H 3.094 3.453 -4.110 0.081
H 3.151 1.243 -2.745 0.337
H 0.912 3.400 -0.396 0.253
H 2.209 6.709 -3.341 0.475
H 4.339 7.388 -4.426 0.416
H 6.441 6.226 -3.832 0.411
H 6.429 4.446 -2.117 0.440
H 4.324 3.786 -1.035 0.501
```

Calculated values
relative energy (zero: lowest compared OMol25 entry of this formula, charge and spin): 40.1 kcal/mol
calculated total energy: -3533.4145 hartree
HOMO: -7.6 eV
total charge: 0
strongest force on any atom: 0.0231 Eh/bohr



2.
# C43H39GeN5O4Tc

C43H39GeN5O4Tc as an isolated structure in a non-equilibrium geometry (the ωB97M-V functional and the def2-TZVPD basis, OMol25).

Geometry as XYZ:
```
93
Properties=species:S:1:pos:R:3:mulliken_charge:R:1
Tc 0.537 0.915 0.138 -1.252
C 0.778 -0.391 -3.474 -1.168
C 0.259 0.993 -3.435 0.863
C -0.868 1.370 -4.133 -0.110
C -1.545 2.631 -4.022 -1.060
C -0.980 3.541 -3.145 -0.674
C 0.299 3.312 -2.486 1.181
C 1.009 4.307 -1.938 -1.308
C 0.825 1.925 -2.498 0.792
N 1.711 1.642 -1.527 -0.688
C 2.960 0.952 -1.660 -0.153
O 3.568 0.813 -2.686 -0.609
C 3.432 0.600 -0.216 0.546
C 4.724 0.251 0.100 -0.864
C 4.980 0.013 1.421 -0.691
C 3.947 -0.040 2.364 -0.659
C 2.724 0.397 1.954 0.798
N 2.505 0.630 0.697 0.461
C 1.533 0.704 2.923 -1.103
O 1.684 0.644 4.126 -0.680
N 0.433 1.057 2.198 1.290
C -0.607 1.714 2.876 -0.293
C -0.318 3.053 3.188 1.628
C 0.969 3.763 2.919 -1.368
C -1.326 3.793 3.801 -0.971
C -2.568 3.232 4.083 -1.458
C -2.800 1.909 3.760 -1.171
C -1.833 1.124 3.183 0.800
C -2.001 -0.300 2.835 -0.852
H -0.008 -1.092 -3.837 0.436
H 1.037 -0.770 -2.513 -0.204
H 1.607 -0.462 -4.164 0.474
H -1.270 0.587 -4.807 0.431
H -2.406 2.833 -4.680 0.431
H -1.411 4.511 -3.012 0.547
H 0.664 5.374 -1.790 0.289
H 2.038 4.138 -1.661 0.318
H -2.343 3.726 -0.019 0.293
H 5.458 0.242 -0.654 0.683
H 5.951 -0.162 1.779 0.574
H 4.133 -0.387 3.410 0.513
H 1.080 3.730 1.816 0.144
H 1.810 3.147 3.192 0.302
H 1.044 4.769 3.321 0.460
H -1.198 4.849 3.876 0.492
H -3.284 3.812 4.541 0.557
H -3.745 1.507 3.924 0.591
H -2.899 -0.656 3.326 0.540
H -1.111 -0.967 2.970 -0.081
H -2.218 -0.369 1.784 0.179
N -1.519 1.819 -0.271 -0.545
N -1.459 3.203 0.019 -0.078
C -1.585 6.822 0.734 0.756
O -1.896 5.731 1.064 -0.442
O -1.226 7.868 0.402 -0.370
H -1.652 1.781 -1.299 0.108
H -2.262 1.366 0.228 0.419
H -1.049 3.274 0.980 -0.073
C 0.153 -0.595 -0.174 0.989
Ge -0.332 -2.521 -0.474 2.764
C -2.008 -2.592 -1.577 0.142
C -2.478 -3.816 -2.039 -0.800
C -3.503 -3.874 -2.965 -0.825
C -4.114 -2.668 -3.354 -0.623
C -3.551 -1.426 -2.963 -0.772
C -2.502 -1.410 -2.089 0.057
C 1.315 -3.140 -1.311 0.428
C 1.213 -4.106 -2.292 -0.543
C 2.347 -4.633 -2.895 -0.682
C 3.577 -4.306 -2.402 -0.642
C 3.705 -3.366 -1.346 -1.088
C 2.590 -2.742 -0.839 0.674
C -0.523 -3.236 1.272 -0.140
C -1.761 -3.523 1.781 -0.174
C -1.947 -3.863 3.135 -0.764
C -0.811 -3.953 3.902 -0.461
C 0.457 -3.716 3.398 -0.962
C 0.572 -3.317 2.105 -0.136
H -2.065 -4.732 -1.744 0.643
H -3.929 -4.841 -3.342 0.332
H -4.988 -2.712 -3.975 0.406
H -4.037 -0.549 -3.272 0.535
H -2.088 -0.466 -1.777 0.276
H 0.259 -4.449 -2.619 0.343
H 2.245 -5.437 -3.605 0.431
H 4.391 -4.979 -2.659 0.327
H 4.744 -3.165 -1.082 0.406
H 2.546 -2.002 -0.042 -0.043
H -2.677 -3.355 1.197 0.273
H -2.982 -4.186 3.450 0.384
H -0.947 -4.244 4.925 0.409
H 1.312 -3.723 4.014 0.490
H 1.503 -3.136 1.655 0.370
```

Calculated values
relative energy (zero: lowest compared OMol25 entry of this formula, charge and spin): 25.3 kcal/mol
calculated total energy: -4394.1728 hartree
HOMO (alpha / beta): -10.4 / -10.4 eV
total charge: +1
strongest force on any atom: 0.0874 Eh/bohr



3.
# C43H40F3N5

A 8-piece molecular cluster, C43H40F3N5 overall in a non-equilibrium geometry (the ωB97M-V functional and the def2-TZVPD basis, OMol25).

Geometry as XYZ:
```
91
Properties=species:S:1:pos:R:3:mulliken_charge:R:1
N -1.481 1.253 -3.962 -0.544
C -1.531 0.760 -2.680 -0.694
C -0.864 -0.380 -2.237 -0.090
C -0.150 -1.135 -3.201 -0.464
C -0.099 -0.654 -4.471 -0.385
C -0.731 0.546 -4.866 -0.575
H -2.154 1.278 -1.966 0.846
H -0.872 -0.807 -1.245 0.688
H 0.313 -2.073 -2.932 0.370
H 0.371 -1.319 -5.180 0.373
H -0.836 0.765 -5.918 0.400
N 1.530 -1.138 1.117 -0.460
C 1.081 0.090 1.555 -0.416
C -0.282 0.392 1.609 -0.986
C -1.184 -0.618 1.384 -0.022
C -0.780 -1.894 1.018 0.045
C 0.594 -2.127 0.939 -0.613
H 1.915 0.767 1.668 0.642
H -0.557 1.404 1.867 0.416
H -2.247 -0.426 1.357 0.445
H -1.515 -2.680 0.939 0.391
H 0.852 -3.157 0.743 0.563
N -3.101 -4.639 -0.072 -0.455
C -2.688 -4.079 -1.281 0.108
C -3.169 -2.816 -1.679 -0.397
C -4.190 -2.244 -0.889 -0.487
C -4.565 -2.774 0.300 -0.354
C -3.994 -3.966 0.699 -0.351
H -1.880 -4.541 -1.828 0.220
H -2.950 -2.325 -2.615 0.548
H -4.677 -1.348 -1.246 0.404
H -5.454 -2.414 0.796 0.422
H -4.261 -4.377 1.662 0.359
N 5.174 0.932 4.083 -0.464
C 4.745 -0.327 3.844 0.142
C 5.329 -1.415 4.533 -0.474
C 6.422 -1.152 5.368 -0.327
C 6.886 0.115 5.530 -0.388
C 6.172 1.168 4.908 -0.216
H 3.869 -0.488 3.233 0.238
H 4.756 -2.301 4.305 0.381
H 6.750 -1.998 5.954 0.350
H 7.724 0.403 6.147 0.375
H 6.377 2.213 5.092 0.392
N -0.590 6.206 0.861 -0.585
C 0.191 5.262 1.508 -0.452
C 0.161 3.979 1.110 -0.503
C -0.453 3.609 -0.105 0.677
C -1.155 4.614 -0.816 -0.523
C -1.293 5.815 -0.269 -0.451
H 0.572 5.584 2.466 0.396
H 0.660 3.216 1.690 0.239
H -0.245 2.635 -0.522 0.353
H -1.474 4.273 -1.790 0.450
H -1.706 6.640 -0.831 0.397
F 2.010 2.814 -2.010 -0.167
C 3.312 2.693 -1.617 0.146
C 4.241 3.694 -1.820 -0.661
C 5.521 3.562 -1.202 -0.401
C 5.797 2.559 -0.239 -0.548
C 4.790 1.623 -0.063 -0.534
C 3.542 1.716 -0.719 -0.009
H 3.996 4.414 -2.587 0.414
H 6.312 4.285 -1.342 0.337
H 6.752 2.504 0.264 0.413
H 4.936 0.793 0.612 0.383
H 2.867 0.918 -0.449 0.616
F -3.133 1.689 0.420 0.104
C -4.214 2.503 0.761 0.405
C -4.627 2.699 2.052 -0.607
C -5.618 3.644 2.265 -0.397
C -6.398 4.172 1.280 -0.486
C -6.092 3.881 -0.027 -0.384
C -5.052 2.970 -0.269 -0.454
H -3.979 2.287 2.811 0.383
H -5.822 3.957 3.278 0.346
H -7.132 4.936 1.490 0.359
H -6.581 4.348 -0.869 0.378
H -4.727 2.652 -1.249 0.393
F 1.085 -5.867 0.256 -0.344
C 0.619 -5.996 -1.020 0.679
C -0.244 -7.058 -1.202 -0.587
C -0.874 -7.175 -2.413 -0.219
C -0.716 -6.194 -3.482 -0.824
C 0.196 -5.213 -3.250 -0.205
C 0.893 -5.078 -2.001 -0.585
H -0.341 -7.865 -0.491 0.433
H -1.469 -8.055 -2.608 0.349
H -1.116 -6.350 -4.473 0.446
H 0.405 -4.516 -4.049 0.403
H 1.543 -4.260 -1.726 0.468
```

Calculated values
calculated total energy: -2235.7887 hartree
HOMO: -9.2 eV
total charge: 0
strongest force on any atom: 0.0916 Eh/bohr
structure (SMILES): Fc1ccccc1.Fc1ccccc1.Fc1ccccc1.c1ccncc1.c1ccncc1.c1ccncc1.c1ccncc1.c1ccncc1



4.
# C43H40NP3V

C43H40NP3V as an isolated structure in a non-equilibrium geometry (the ωB97M-V functional and the def2-TZVPD basis, OMol25).

Geometry as XYZ:
```
88
Properties=species:S:1:pos:R:3:mulliken_charge:R:1
V -0.507 0.151 -0.089 -0.848
C -1.260 3.090 2.069 -1.256
P -1.808 2.405 0.500 1.497
C -1.735 3.804 -0.686 -1.397
C -3.614 2.103 0.587 0.178
C -4.532 2.917 1.293 -1.123
C -5.855 2.535 1.343 -0.740
C -6.250 1.364 0.626 -0.853
C -5.408 0.685 -0.213 -1.109
C -4.051 1.012 -0.189 0.898
P -2.786 -0.126 -1.029 1.763
C -3.056 0.378 -2.776 -1.395
C -3.514 -1.784 -0.921 -1.599
H -0.290 3.511 1.922 0.414
H -1.008 2.293 2.802 0.238
H -1.985 3.803 2.559 0.506
H -2.250 4.685 -0.320 0.477
H -2.262 3.457 -1.576 0.374
H -0.687 4.049 -0.888 0.409
H -4.280 3.839 1.815 0.374
H -6.529 3.071 1.982 0.454
H -7.300 1.068 0.600 0.401
H -5.866 -0.171 -0.741 0.267
H -4.188 0.379 -2.848 0.488
H -2.619 -0.323 -3.450 0.445
H -2.859 1.433 -3.075 0.207
H -4.567 -1.738 -1.142 0.655
H -3.439 -2.190 0.075 0.344
H -3.089 -2.501 -1.654 0.374
C 4.086 3.181 2.944 -0.658
C 4.434 1.782 3.092 -0.619
C 3.711 0.804 2.484 -0.632
C 2.628 1.171 1.619 -0.094
C 2.348 2.495 1.454 0.828
C 2.963 3.522 2.206 -0.827
P 1.804 -0.070 0.651 2.555
C 3.026 -0.517 -0.617 0.805
C 3.984 0.370 -1.022 -0.645
C 5.045 -0.075 -1.815 -0.805
C 5.065 -1.365 -2.294 -0.762
C 4.002 -2.277 -1.983 -0.992
C 3.045 -1.846 -1.133 -0.443
C 1.676 -1.529 1.697 -0.048
C 2.577 -2.485 1.960 -0.086
C 2.225 -3.486 2.964 -1.164
C 0.948 -3.531 3.538 -0.744
C 0.038 -2.513 3.263 1.561
C -1.271 -2.476 3.771 -1.045
C -2.133 -1.532 3.316 -1.146
C -1.798 -0.496 2.408 -0.289
C -0.575 -0.565 1.810 1.347
C 0.381 -1.548 2.254 -1.091
H 4.592 3.922 3.554 0.396
H 5.278 1.562 3.783 0.396
H 4.018 -0.237 2.576 0.338
H 1.450 2.704 0.773 -0.209
H 2.491 4.491 2.203 0.459
H 4.199 1.315 -0.552 0.351
H 5.856 0.642 -2.135 0.401
H 5.850 -1.851 -2.836 0.456
H 4.081 -3.294 -2.366 0.508
H 2.213 -2.507 -0.921 0.358
H 3.575 -2.444 1.573 0.668
H 2.951 -4.236 3.175 0.484
H 0.600 -4.307 4.289 0.376
H -1.645 -3.223 4.452 0.460
H -3.158 -1.573 3.750 0.403
H -2.516 0.282 2.158 0.240
C 1.531 2.186 -3.466 -1.374
C 1.536 1.220 -4.425 -0.689
C 1.079 -0.068 -4.148 -1.177
C 0.528 -0.351 -2.865 0.374
N 0.418 0.641 -1.959 1.111
C 0.951 1.859 -2.246 -0.376
C -0.008 -1.655 -2.349 0.986
C 0.016 -2.796 -3.140 -0.780
C -0.047 -4.051 -2.540 -1.156
C -0.401 -4.176 -1.198 -0.785
C -0.453 -2.944 -0.427 -0.109
C -0.320 -1.739 -1.016 1.300
H 1.799 3.217 -3.698 0.537
H 1.879 1.371 -5.455 0.481
H 1.296 -0.876 -4.843 0.457
H 0.991 2.562 -1.481 0.335
H 0.206 -2.790 -4.229 0.445
H -0.234 -4.961 -3.139 0.384
H -0.634 -5.086 -0.657 0.485
H -0.585 -3.022 0.661 0.014
```

Calculated values
relative energy (zero: lowest compared OMol25 entry of this formula, charge and spin): 2.8 kcal/mol
calculated total energy: -3684.8537 hartree
HOMO (alpha / beta): -13.4 / -13.4 eV
total charge: +2
strongest force on any atom: 0.0662 Eh/bohr
spin multiplicity: 2



5.
# C43H41CsN7OP2SSe2

C43H41CsN7OP2SSe2 as an isolated structure (the ωB97M-V functional and the def2-TZVPD basis, OMol25).

Geometry as XYZ:
```
98
Properties=species:S:1:pos:R:3:mulliken_charge:R:1
Cs 0.795 -2.292 0.456 1.145
N 5.676 -2.398 0.173 -0.448
C 4.481 -2.332 -0.506 0.132
S 3.656 -3.806 -0.772 -0.514
N 4.171 -1.085 -0.843 -0.683
N 2.941 -0.937 -1.389 0.190
C 2.652 0.238 -1.822 0.401
C 3.578 1.407 -1.791 0.214
C 4.840 1.362 -2.379 -0.076
C 5.670 2.472 -2.351 -0.724
C 5.257 3.640 -1.721 -0.403
C 4.006 3.692 -1.125 -0.834
C 3.172 2.583 -1.166 0.040
C 1.297 0.461 -2.395 -0.431
C 1.097 1.460 -3.353 -0.552
C -0.165 1.655 -3.882 -0.568
C -1.208 0.855 -3.443 -0.688
C -0.922 -0.113 -2.494 -0.253
N 0.289 -0.316 -1.981 0.202
H 6.112 -3.302 0.198 0.214
H 6.264 -1.582 0.103 0.214
H 5.166 0.444 -2.848 0.413
H 6.648 2.425 -2.814 0.391
H 5.910 4.504 -1.694 0.372
H 3.678 4.595 -0.625 0.392
H 2.194 2.619 -0.697 0.529
H 1.931 2.068 -3.676 0.427
H -0.331 2.423 -4.628 0.415
H -2.218 0.974 -3.812 0.424
H -1.712 -0.751 -2.108 0.164
Se -5.415 0.076 2.021 -0.276
P -4.273 -0.507 3.691 0.245
C -3.559 0.904 4.592 0.583
C -3.133 0.782 5.911 -0.241
C -2.533 1.856 6.548 -0.694
C -2.348 3.053 5.871 -0.527
C -2.780 3.180 4.559 -0.693
C -3.392 2.109 3.923 -0.432
C -5.242 -1.416 4.939 0.654
C -4.628 -2.361 5.757 -0.142
C -5.371 -3.046 6.709 -0.740
C -6.727 -2.785 6.849 -0.621
C -7.340 -1.842 6.035 -0.622
C -6.602 -1.162 5.080 -0.670
C -2.846 -1.542 3.373 -0.175
C -2.582 -2.641 2.555 0.599
N -1.280 -2.953 2.731 -0.058
N -0.777 -2.108 3.614 -1.362
N -1.697 -1.255 4.024 0.312
P -3.432 -3.579 1.294 1.000
Se -3.062 -2.927 -0.683 -0.341
C -5.191 -3.643 1.740 0.478
C -5.551 -4.153 2.984 -0.234
C -6.886 -4.231 3.345 -0.691
C -7.865 -3.805 2.458 -0.539
C -7.508 -3.307 1.213 -0.645
C -6.171 -3.223 0.853 -0.401
C -2.900 -5.305 1.555 0.572
C -2.466 -5.775 2.791 -0.132
C -2.155 -7.117 2.955 -0.872
C -2.277 -7.997 1.890 -0.436
C -2.708 -7.532 0.655 -0.642
C -3.015 -6.190 0.488 -0.595
H -3.256 -0.153 6.440 0.306
H -2.198 1.752 7.573 0.409
H -1.872 3.889 6.368 0.384
H -2.644 4.113 4.028 0.434
H -3.754 2.205 2.907 0.305
H -3.570 -2.565 5.639 0.446
H -4.891 -3.784 7.339 0.401
H -7.307 -3.322 7.590 0.378
H -8.400 -1.644 6.137 0.404
H -7.075 -0.450 4.415 0.371
H -4.789 -4.493 3.675 0.192
H -7.159 -4.613 4.321 0.428
H -8.909 -3.858 2.740 0.390
H -8.271 -2.968 0.525 0.394
H -5.875 -2.820 -0.107 0.329
H -2.338 -5.089 3.617 0.317
H -1.802 -7.472 3.915 0.401
H -2.023 -9.042 2.018 0.369
H -2.794 -8.211 -0.183 0.383
H -3.330 -5.814 -0.478 0.343
C -1.541 0.902 0.853 -0.335
C -0.529 1.197 1.936 -0.482
O 0.766 0.794 1.503 -0.066
C 1.703 0.828 2.569 -0.521
C 3.102 0.689 2.012 -0.793
H -2.524 1.274 1.145 0.238
H -1.656 -0.170 0.675 -0.238
H -1.251 1.380 -0.085 0.273
H -0.788 0.675 2.863 0.232
H -0.507 2.274 2.160 0.263
H 1.470 0.025 3.283 0.326
H 1.596 1.775 3.118 0.344
H 3.212 -0.205 1.396 -0.006
H 3.825 0.624 2.827 0.458
H 3.362 1.542 1.384 0.157
```

Calculated values
relative energy (zero: lowest compared OMol25 entry of this formula, charge and spin): 0.0 kcal/mol
calculated total energy: -8025.7854 hartree
HOMO: -4.5 eV
total charge: -1
strongest force on any atom: 0.0026 Eh/bohr